87
Properties=species:S:1:pos:R:3:lowdin_spin:R:1 method="wB97M-V/def2-TZVPD" multiplicity=7 e_homo_ev="-7.36 / -10.42" lumo_ev="-2.38 / -4.17" total_charge=+1 s_squared=12.04 homo_lumo_gap_ev="4.98 / 6.26"
Tb 0.566 -0.160 -0.495 4.007
C 3.934 2.209 2.108 0.000
N 3.313 1.004 2.650 0.000
C 3.315 0.886 4.104 0.000
C 2.606 0.203 1.862 0.001
O 2.551 0.364 0.630 0.000
C 1.842 -0.933 2.536 0.000
O 1.048 -1.666 1.615 0.002
C 1.431 -3.003 1.369 0.000
C 2.218 -3.078 0.070 0.000
O 2.325 -2.056 -0.612 0.000
N 2.734 -4.257 -0.280 0.000
C 3.436 -4.395 -1.554 0.000
C 2.523 -5.454 0.533 0.000
H 5.003 2.196 2.319 0.000
H 3.490 3.087 2.578 0.000
H 3.773 2.252 1.038 0.000
H 4.251 1.292 4.481 0.000
H 3.256 -0.150 4.424 0.000
H 2.488 1.448 4.543 0.000
H 1.173 -0.499 3.276 0.000
H 2.543 -1.606 3.035 0.000
H 0.520 -3.599 1.282 0.000
H 2.010 -3.404 2.203 0.000
H 3.683 -3.410 -1.935 0.000
H 2.810 -4.914 -2.281 0.000
H 4.349 -4.968 -1.400 0.000
H 1.462 -5.647 0.697 0.000
H 3.033 -5.386 1.495 0.000
H 2.934 -6.304 -0.003 0.000
C -1.712 3.545 -2.716 0.000
C -0.764 2.453 -2.344 0.002
N -0.977 1.553 -1.475 0.001
N -2.104 1.631 -0.612 0.003
C -1.184 1.354 1.366 0.008
O 0.072 0.970 1.534 -0.003
C -2.135 1.772 2.511 0.073
C -1.678 2.077 3.889 0.509
C -2.426 2.849 4.683 0.312
C -3.727 3.476 4.338 0.276
C -4.450 3.390 3.212 0.504
C -4.082 2.586 1.984 0.066
C 0.599 2.362 -2.953 0.000
C 0.866 2.811 -4.233 0.000
C 2.150 2.661 -4.736 0.000
C 3.121 2.094 -3.932 0.000
C 2.769 1.686 -2.654 0.000
N 1.538 1.812 -2.168 -0.002
H -2.550 3.598 -2.027 0.000
H -2.109 3.349 -3.716 0.000
H -1.197 4.506 -2.752 0.000
H -0.733 1.678 4.242 0.029
H -2.066 3.056 5.684 0.009
H -4.140 4.101 5.121 0.006
H -5.375 3.955 3.172 0.026
H -4.844 2.617 1.207 0.001
H 0.079 3.244 -4.837 0.000
H 2.382 2.979 -5.744 0.000
H 4.135 1.961 -4.282 0.000
H 3.498 1.229 -1.994 0.000
N -3.341 -1.265 -0.398 0.004
C -3.005 -0.278 0.540 0.010
C -3.797 0.018 1.562 0.002
C -3.579 1.179 2.458 0.065
C -2.621 2.982 1.652 0.070
C -1.678 2.550 0.502 0.011
N -1.840 0.465 0.272 0.002
C -2.562 -2.234 -0.992 0.000
C -3.269 -3.225 -1.708 0.000
C -2.585 -4.231 -2.326 0.000
C -1.188 -4.244 -2.251 0.001
C -0.586 -3.228 -1.563 0.000
N -1.232 -2.227 -0.914 -0.002
H -4.328 -1.446 -0.457 0.000
H -4.664 -0.607 1.750 0.001
H -3.954 0.934 3.450 0.000
H -2.351 3.987 1.969 0.001
H -1.015 3.339 0.156 0.001
H -4.349 -3.171 -1.759 0.000
H -3.120 -4.993 -2.878 0.000
H -0.593 -4.995 -2.750 0.000
H 0.491 -3.159 -1.570 0.000
N 0.662 -0.803 -7.227 0.000
C 0.275 -0.693 -6.143 0.000
N -0.237 -0.529 -4.940 0.000
C 0.258 -0.708 -3.803 0.001
N 0.630 -0.826 -2.691 0.002

=====

87
Properties=species:S:1:pos:R:3:lowdin_charge:R:1 method="wB97M-V/def2-TZVPD" multiplicity=1 e_homo_ev=-1.00 lumo_ev=3.96 e_above_lowest_kj_mol=27.9 total_charge=-2 homo_lumo_gap_ev=4.96
Tl -0.472 -0.449 -0.534 0.571
C 1.174 4.835 -2.415 -0.049
N 1.895 4.056 -1.428 -0.142
C 3.172 3.504 -1.862 -0.057
C 1.189 3.532 -0.382 -0.408
O 0.072 3.916 -0.085 0.073
C 1.909 2.460 0.431 -0.129
O 1.077 1.791 1.332 -0.145
C 0.331 2.563 2.229 -0.141
C -1.165 2.289 2.030 -0.418
O -1.570 1.492 1.214 -0.040
N -2.010 2.982 2.851 -0.143
C -1.532 3.826 3.920 -0.074
C -3.432 2.679 2.809 -0.042
H 1.721 5.753 -2.648 0.079
H 1.044 4.259 -3.336 0.096
H 0.195 5.084 -2.017 0.082
H 3.630 4.220 -2.547 0.082
H 3.848 3.385 -1.016 0.082
H 3.051 2.539 -2.359 0.067
H 2.289 1.693 -0.249 0.111
H 2.766 2.927 0.944 0.133
H 0.609 2.275 3.251 0.132
H 0.521 3.633 2.110 0.115
H -0.752 4.509 3.580 0.081
H -2.365 4.432 4.276 0.081
H -1.145 3.255 4.774 0.088
H -3.646 2.042 1.952 0.041
H -3.744 2.147 3.715 0.090
H -4.005 3.606 2.730 0.084
C -2.842 -2.525 2.943 -0.078
C -1.926 -1.571 2.466 -0.181
N -0.741 -1.876 1.989 0.061
C -0.415 -3.182 1.893 -0.247
C -1.219 -4.202 2.415 -0.187
C -2.466 -3.837 2.958 -0.027
C -0.809 -5.572 2.302 -0.033
C 0.315 -5.913 1.639 -0.044
C 1.112 -4.906 1.000 -0.158
C 2.207 -5.222 0.179 -0.036
C 2.866 -4.222 -0.489 -0.064
C 2.416 -2.903 -0.320 -0.139
N 1.415 -2.578 0.465 0.090
C 0.761 -3.549 1.125 -0.182
H -3.829 -2.205 3.243 0.077
H -2.206 -0.524 2.437 0.073
H -3.136 -4.610 3.316 0.111
H -1.450 -6.334 2.732 0.107
H 0.606 -6.952 1.527 0.101
H 2.496 -6.261 0.060 0.107
H 3.694 -4.429 -1.156 0.098
H 2.883 -2.088 -0.866 0.106
Se -2.791 0.305 -2.645 -0.150
Sb -4.051 -1.437 -1.358 -0.349
Se -2.169 -2.990 -0.848 -0.035
Se -4.913 -0.538 0.762 -0.218
Se -5.769 -2.550 -2.705 -0.320
C -3.626 -3.008 -5.951 -0.080
O -2.276 -2.715 -5.596 -0.084
C -1.619 -3.632 -4.855 -0.232
C -1.864 -5.001 -4.889 -0.010
C -1.112 -5.854 -4.095 -0.088
C -0.127 -5.356 -3.253 -0.092
C 0.095 -3.991 -3.194 -0.077
C -0.632 -3.137 -4.004 -0.208
N -0.553 -1.728 -3.869 0.104
C 0.495 -0.982 -3.714 -0.060
C 1.885 -1.283 -3.834 -0.139
C 2.399 -2.329 -4.623 -0.057
C 3.749 -2.517 -4.773 -0.127
C 4.633 -1.639 -4.107 -0.122
C 4.180 -0.613 -3.329 -0.038
C 2.770 -0.371 -3.133 -0.423
O 2.344 0.525 -2.362 -0.107
H -4.184 -3.357 -5.081 0.027
H -3.663 -3.734 -6.772 0.079
H -4.056 -2.064 -6.272 0.091
H -2.656 -5.389 -5.513 0.104
H -1.322 -6.916 -4.114 0.095
H 0.427 -6.018 -2.600 0.094
H 0.801 -3.574 -2.488 0.103
H -1.468 -1.210 -3.724 -0.015
H 0.246 0.042 -3.445 0.103
H 1.708 -2.985 -5.140 0.109
H 4.130 -3.315 -5.396 0.081
H 5.704 -1.786 -4.216 0.088
H 4.868 0.048 -2.814 0.098

=====

84
Properties=species:S:1:pos:R:3:lowdin_charge:R:1 method="wB97M-V/def2-TZVPD" multiplicity=1 e_homo_ev=-10.70 lumo_ev=-2.13 total_charge=+1 homo_lumo_gap_ev=8.57
Ga 0.695 0.040 -0.423 0.424
Cl 5.442 1.381 5.117 0.706
C 4.184 1.224 3.950 -0.676
C 4.396 0.463 2.817 -0.120
C 3.381 0.356 1.885 -0.530
Cl 3.644 -0.601 0.471 0.841
C 2.133 0.996 2.020 -0.391
O 1.128 0.937 1.148 -0.147
C 1.960 1.719 3.214 -0.560
Cl 0.416 2.415 3.523 0.813
C 2.963 1.843 4.155 -0.115
H 5.337 -0.048 2.668 0.112
H 2.783 2.415 5.054 0.113
C -1.560 0.286 -3.611 0.042
C -0.616 0.247 -2.444 -0.693
O 0.068 -0.799 -2.202 -0.012
O -0.488 1.249 -1.693 -0.035
H -1.897 -0.713 -3.865 0.087
H -1.030 0.703 -4.470 0.096
H -2.401 0.931 -3.370 0.102
C 1.528 -3.702 -1.366 -0.214
S 1.239 -3.280 0.366 0.941
C -0.092 -4.445 0.698 -0.212
O 0.493 -1.950 0.301 -0.608
H 2.045 -4.660 -1.417 0.070
H 2.164 -2.915 -1.769 0.039
H 0.582 -3.723 -1.902 0.069
H 0.291 -5.460 0.597 0.072
H -0.900 -4.251 -0.004 0.064
H -0.428 -4.274 1.718 0.050
C -5.333 -1.075 -2.186 -0.070
C -5.448 -0.026 -1.285 -0.063
C -4.403 0.274 -0.422 -0.073
C -3.236 -0.481 -0.455 -0.344
C -3.129 -1.541 -1.352 -0.147
C -4.173 -1.837 -2.216 -0.081
As -1.719 -0.100 0.705 1.433
C -1.999 -1.414 2.107 -0.357
C -1.362 -1.213 3.330 -0.104
C -1.537 -2.116 4.367 -0.066
C -2.331 -3.240 4.181 -0.077
C -2.948 -3.456 2.958 -0.084
C -2.788 -2.544 1.923 -0.107
C -2.245 1.547 1.575 -0.389
C -1.754 2.746 1.069 -0.135
C -2.091 3.945 1.676 -0.089
C -2.918 3.951 2.789 -0.078
C -3.430 2.758 3.282 -0.071
C -3.092 1.556 2.680 -0.110
H -6.145 -1.299 -2.864 0.109
H -6.354 0.565 -1.256 0.111
H -4.503 1.092 0.281 0.101
H -2.215 -2.127 -1.376 0.099
H -4.077 -2.649 -2.926 0.110
H -0.737 -0.335 3.466 0.089
H -1.066 -1.931 5.324 0.111
H -2.472 -3.941 4.994 0.108
H -3.560 -4.337 2.807 0.109
H -3.299 -2.706 0.983 0.095
H -1.092 2.735 0.213 0.091
H -1.699 4.877 1.290 0.111
H -3.159 4.884 3.280 0.109
H -4.102 2.764 4.130 0.110
H -3.482 0.623 3.070 0.108
C 3.260 1.880 -1.354 -0.157
C 4.446 2.309 -2.254 -0.132
N 4.239 1.828 -3.617 -0.158
C 2.935 2.279 -4.086 -0.132
C 1.808 1.641 -3.230 -0.136
N 2.396 0.918 -2.078 -0.163
C 3.214 -0.186 -2.631 -0.168
C 4.267 0.372 -3.626 -0.138
H 2.633 2.732 -1.083 0.135
H 3.619 1.425 -0.433 0.039
H 5.386 1.894 -1.886 0.123
H 4.549 3.394 -2.282 0.123
H 2.826 2.004 -5.136 0.123
H 2.907 3.367 -4.022 0.124
H 1.236 0.927 -3.823 0.111
H 1.123 2.397 -2.854 0.123
H 2.534 -0.889 -3.116 0.113
H 3.713 -0.694 -1.810 0.036
H 4.077 0.029 -4.644 0.123
H 5.269 0.041 -3.348 0.122

=====

77
Properties=species:S:1:pos:R:3:lowdin_charge:R:1 method="wB97M-V/def2-TZVPD" multiplicity=1 e_homo_ev=-5.89 lumo_ev=-0.05 e_above_lowest_kj_mol=412.5 homo_lumo_gap_ev=5.84
C -5.839 1.773 1.224 -0.056
C -4.482 1.312 0.840 -0.297
C -4.318 0.475 -0.271 -0.058
C -3.067 0.024 -0.613 -0.047
C -1.934 0.473 0.112 -0.280
C -0.641 -0.015 -0.200 -0.142
C 0.601 0.673 0.062 -0.111
C 1.213 1.463 -0.928 -0.059
C 2.210 2.492 -0.682 -0.229
C 2.952 3.044 -1.752 -0.038
C 3.725 4.183 -1.597 -0.045
C 3.827 4.821 -0.352 -0.274
C 4.586 6.115 -0.200 -0.061
C 3.247 4.176 0.750 -0.040
C 2.442 3.053 0.591 -0.018
C -2.104 1.336 1.225 -0.057
C -3.377 1.675 1.626 -0.058
H -5.821 2.858 1.365 0.081
H -6.566 1.523 0.446 0.078
H -6.157 1.313 2.168 0.070
H -5.173 0.181 -0.883 0.114
H -2.913 -0.700 -1.415 0.119
H -0.489 -0.626 -1.180 0.117
H 1.137 0.547 1.007 0.116
H 0.779 1.462 -1.941 0.128
H 2.846 2.609 -2.742 0.115
H 4.234 4.621 -2.456 0.113
H 4.179 6.761 0.590 0.079
H 5.642 5.937 0.051 0.083
H 4.592 6.696 -1.130 0.076
H 3.396 4.579 1.753 0.113
H 1.902 2.638 1.436 0.106
H -1.220 1.688 1.766 0.113
H -3.533 2.243 2.548 0.123
C 1.456 -2.965 1.834 -0.109
C 0.029 -2.625 1.667 -0.586
C -0.886 -3.206 0.804 -0.114
C -2.187 -2.668 0.923 -0.108
C -2.266 -1.609 1.819 -0.451
B 1.108 -0.737 -1.825 -0.448
C -3.487 -1.334 2.595 -0.221
C -4.728 -1.788 2.109 -0.035
C -5.916 -1.637 2.817 -0.103
C -5.908 -0.935 4.020 -0.718
Cl -7.368 -0.695 4.880 0.674
C -4.709 -0.424 4.528 -0.101
C -3.526 -0.602 3.807 -0.050
O 1.790 -1.675 -1.040 0.102
C 3.026 -1.758 -1.815 -0.444
C 3.871 -0.529 -1.425 0.018
C 3.799 -3.009 -1.476 0.002
C 2.403 -1.727 -3.254 -0.467
C 3.293 -1.372 -4.400 0.003
C 1.648 -3.031 -3.549 0.003
O 1.408 -0.672 -3.144 0.156
S -0.668 -1.305 2.489 1.109
H 1.702 -3.849 1.242 0.082
H 2.104 -2.123 1.552 0.071
H 1.666 -3.210 2.883 0.079
H -0.619 -4.040 0.169 0.108
H -3.045 -3.026 0.372 0.109
H -4.793 -2.240 1.120 0.109
H -6.839 -2.081 2.461 0.105
H -4.712 0.072 5.499 0.105
H -2.612 -0.126 4.166 0.101
H 4.761 -0.399 -2.042 0.098
H 3.323 0.414 -1.486 0.057
H 4.166 -0.611 -0.369 0.108
H 4.637 -3.073 -2.187 0.102
H 4.210 -2.958 -0.457 0.097
H 3.192 -3.919 -1.568 0.091
H 4.037 -2.159 -4.544 0.098
H 2.655 -1.296 -5.286 0.105
H 3.778 -0.414 -4.201 0.092
H 2.301 -3.742 -4.063 0.095
H 1.244 -3.513 -2.650 0.094
H 0.789 -2.808 -4.194 0.105

=====

83
Properties=species:S:1:pos:R:3:lowdin_spin:R:1 method="wB97M-V/def2-TZVPD" multiplicity=2 e_homo_ev="-7.60 / -7.57" lumo_ev="-0.62 / -0.06" e_above_lowest_kj_mol=0.0 s_squared=1.11 homo_lumo_gap_ev="6.99 / 7.51"
Fe -2.770 0.163 0.010 1.093
C -0.220 0.292 1.348 0.002
N -1.654 0.430 1.710 -0.027
C -1.944 1.822 2.141 -0.004
C -3.440 2.026 2.100 0.000
N -3.850 1.943 0.684 -0.011
C -5.315 1.793 0.549 -0.003
C -3.433 3.153 -0.031 -0.001
C -3.815 4.415 0.406 0.000
C -3.420 5.543 -0.295 -0.002
C -2.648 5.407 -1.441 0.000
C -2.279 4.149 -1.886 -0.002
C -2.671 3.010 -1.184 -0.003
S -2.276 1.396 -1.744 -0.020
C -2.021 -0.487 2.795 0.002
C -1.284 -0.494 3.973 0.000
C -1.664 -1.298 5.035 0.001
C -2.790 -2.106 4.903 0.000
C -3.514 -2.112 3.725 0.000
C -3.152 -1.290 2.650 0.000
S -4.098 -1.266 1.186 -0.029
H 0.418 0.672 2.149 0.000
H -0.032 0.851 0.434 0.000
H -0.007 -0.758 1.165 0.000
H -1.452 2.498 1.438 0.000
H -1.534 2.001 3.138 -0.002
H -3.723 2.978 2.554 0.000
H -3.945 1.225 2.642 0.000
H -5.831 2.673 0.942 -0.001
H -5.635 0.904 1.085 0.000
H -5.555 1.685 -0.509 0.000
H -4.424 4.526 1.295 0.000
H -3.716 6.525 0.052 0.000
H -2.337 6.285 -1.992 0.000
H -1.684 4.032 -2.783 0.000
H -0.413 0.142 4.071 0.000
H -1.091 -1.294 5.952 0.000
H -3.095 -2.744 5.723 0.000
H -4.380 -2.750 3.616 -0.001
C 0.281 -5.031 -0.276 0.000
N 0.212 -4.564 1.090 0.000
C -0.909 -4.014 1.629 0.002
Se -1.917 -1.710 -1.106 0.003
N -0.515 -3.690 2.891 0.000
C 0.807 -4.017 3.156 0.000
C 1.623 -3.874 4.268 0.000
C 2.930 -4.325 4.158 0.000
C 3.404 -4.897 2.977 0.000
C 2.587 -5.039 1.865 0.000
C 1.280 -4.588 1.977 0.000
H -0.687 -4.846 -0.732 0.000
H 0.507 -6.098 -0.311 0.000
H 1.050 -4.487 -0.829 0.000
H -1.137 -3.238 3.540 0.000
H 1.256 -3.431 5.185 0.000
H 3.596 -4.232 5.006 0.000
H 4.430 -5.238 2.929 0.000
H 2.956 -5.482 0.949 0.000
C 5.631 0.758 -3.330 0.000
C 4.582 1.682 -3.966 0.000
C 4.512 2.992 -3.168 0.000
C 5.037 2.018 -5.386 0.000
C 3.219 0.988 -3.938 0.000
C 2.521 0.667 -5.100 0.000
C 1.278 0.028 -5.083 0.000
C 0.753 -0.276 -3.853 0.000
O -0.436 -0.884 -3.537 0.000
B -0.482 -0.911 -2.149 0.002
O 0.693 -0.379 -1.608 0.000
C 1.434 0.038 -2.686 0.000
C 2.658 0.659 -2.696 0.000
H 6.608 1.246 -3.316 0.000
H 5.719 -0.171 -3.896 0.000
H 5.366 0.500 -2.304 0.000
H 5.480 3.498 -3.192 0.000
H 4.255 2.818 -2.123 0.000
H 3.763 3.663 -3.592 0.000
H 6.010 2.511 -5.346 0.000
H 4.339 2.695 -5.882 0.000
H 5.146 1.122 -5.999 0.000
H 2.942 0.920 -6.062 0.000
H 0.751 -0.209 -5.996 0.000
H 3.161 0.883 -1.764 0.000

=====

Repeat the fourth record exactly.
77
Properties=species:S:1:pos:R:3:lowdin_charge:R:1 method="wB97M-V/def2-TZVPD" multiplicity=1 e_homo_ev=-5.89 lumo_ev=-0.05 e_above_lowest_kj_mol=412.5 homo_lumo_gap_ev=5.84
C -5.839 1.773 1.224 -0.056
C -4.482 1.312 0.840 -0.297
C -4.318 0.475 -0.271 -0.058
C -3.067 0.024 -0.613 -0.047
C -1.934 0.473 0.112 -0.280
C -0.641 -0.015 -0.200 -0.142
C 0.601 0.673 0.062 -0.111
C 1.213 1.463 -0.928 -0.059
C 2.210 2.492 -0.682 -0.229
C 2.952 3.044 -1.752 -0.038
C 3.725 4.183 -1.597 -0.045
C 3.827 4.821 -0.352 -0.274
C 4.586 6.115 -0.200 -0.061
C 3.247 4.176 0.750 -0.040
C 2.442 3.053 0.591 -0.018
C -2.104 1.336 1.225 -0.057
C -3.377 1.675 1.626 -0.058
H -5.821 2.858 1.365 0.081
H -6.566 1.523 0.446 0.078
H -6.157 1.313 2.168 0.070
H -5.173 0.181 -0.883 0.114
H -2.913 -0.700 -1.415 0.119
H -0.489 -0.626 -1.180 0.117
H 1.137 0.547 1.007 0.116
H 0.779 1.462 -1.941 0.128
H 2.846 2.609 -2.742 0.115
H 4.234 4.621 -2.456 0.113
H 4.179 6.761 0.590 0.079
H 5.642 5.937 0.051 0.083
H 4.592 6.696 -1.130 0.076
H 3.396 4.579 1.753 0.113
H 1.902 2.638 1.436 0.106
H -1.220 1.688 1.766 0.113
H -3.533 2.243 2.548 0.123
C 1.456 -2.965 1.834 -0.109
C 0.029 -2.625 1.667 -0.586
C -0.886 -3.206 0.804 -0.114
C -2.187 -2.668 0.923 -0.108
C -2.266 -1.609 1.819 -0.451
B 1.108 -0.737 -1.825 -0.448
C -3.487 -1.334 2.595 -0.221
C -4.728 -1.788 2.109 -0.035
C -5.916 -1.637 2.817 -0.103
C -5.908 -0.935 4.020 -0.718
Cl -7.368 -0.695 4.880 0.674
C -4.709 -0.424 4.528 -0.101
C -3.526 -0.602 3.807 -0.050
O 1.790 -1.675 -1.040 0.102
C 3.026 -1.758 -1.815 -0.444
C 3.871 -0.529 -1.425 0.018
C 3.799 -3.009 -1.476 0.002
C 2.403 -1.727 -3.254 -0.467
C 3.293 -1.372 -4.400 0.003
C 1.648 -3.031 -3.549 0.003
O 1.408 -0.672 -3.144 0.156
S -0.668 -1.305 2.489 1.109
H 1.702 -3.849 1.242 0.082
H 2.104 -2.123 1.552 0.071
H 1.666 -3.210 2.883 0.079
H -0.619 -4.040 0.169 0.108
H -3.045 -3.026 0.372 0.109
H -4.793 -2.240 1.120 0.109
H -6.839 -2.081 2.461 0.105
H -4.712 0.072 5.499 0.105
H -2.612 -0.126 4.166 0.101
H 4.761 -0.399 -2.042 0.098
H 3.323 0.414 -1.486 0.057
H 4.166 -0.611 -0.369 0.108
H 4.637 -3.073 -2.187 0.102
H 4.210 -2.958 -0.457 0.097
H 3.192 -3.919 -1.568 0.091
H 4.037 -2.159 -4.544 0.098
H 2.655 -1.296 -5.286 0.105
H 3.778 -0.414 -4.201 0.092
H 2.301 -3.742 -4.063 0.095
H 1.244 -3.513 -2.650 0.094
H 0.789 -2.808 -4.194 0.105